No. 1
Below is a molecular structure, C20H22F6IN3O7OsS2, with properties calculated with ωB97M-V with the def2-TZVPD basis set.

```
62
Properties=species:S:1:pos:R:3:forces:R:3
Os 1.09234 0.69583 -0.31457 -0.3 -0.3 0.0
C 2.95264 -0.90978 3.55947 0.0 0.0 0.0
C 1.47527 -0.86472 3.63632 0.0 0.0 0.1
N 0.85340 -1.45837 4.64046 -0.3 0.1 -0.2
C -0.47455 -1.39136 4.68346 0.1 0.0 0.1
C -1.30686 -0.65896 3.78011 0.1 -0.3 0.3
C -2.80719 -0.70943 3.96571 0.0 -0.1 0.0
O -3.48801 -0.86023 2.73633 0.0 0.0 0.0
C -0.69890 -0.00536 2.74506 -0.1 0.2 -0.3
C -1.46734 0.86846 1.84551 0.2 -0.1 0.3
N -0.97076 1.39096 0.79910 -0.1 -0.1 -0.5
C -1.71852 2.31639 0.03104 0.0 0.1 0.1
C -3.07824 2.22057 -0.23012 0.0 -0.1 0.0
C -3.69250 3.18718 -1.01440 0.0 0.0 0.0
C -2.96451 4.24758 -1.54075 0.0 0.0 0.0
C -1.59776 4.35218 -1.30247 -0.1 0.0 0.0
C -1.01591 3.37446 -0.52469 0.2 0.1 0.0
I 1.03602 3.41313 -0.07959 0.2 0.3 0.1
C 0.70985 -0.17774 2.60214 -0.1 0.2 -0.2
O 1.35913 0.26652 1.59611 0.4 -0.2 0.3
H 3.35212 -1.25027 4.51000 0.0 0.0 0.0
H 3.36796 0.06253 3.29308 0.0 0.0 0.0
H 3.25457 -1.61491 2.77615 0.0 0.0 0.0
H -0.94029 -1.94462 5.49255 0.0 0.0 0.0
H -3.15562 0.22139 4.41851 0.0 0.0 0.0
H -3.05111 -1.50944 4.66677 0.0 0.0 0.0
H -3.45807 -1.78698 2.46927 0.0 0.0 0.0
H -2.48240 1.11507 2.14419 0.0 0.1 0.1
H -3.64362 1.38050 0.15746 0.0 0.0 0.0
H -4.75083 3.10753 -1.22151 0.0 0.0 0.0
H -3.45402 4.99661 -2.14795 0.0 0.0 0.0
H -1.02411 5.17176 -1.71263 0.0 0.0 0.0
F -1.88667 -4.41142 -0.98815 0.0 0.0 0.0
C -1.71088 -3.14111 -1.27048 -0.1 0.0 0.0
F -1.17021 -3.00380 -2.47144 0.0 0.0 0.0
F -2.86438 -2.48716 -1.22368 0.0 0.0 0.0
S -0.60169 -2.38007 -0.01321 0.0 0.3 -0.1
O -0.52798 -0.97046 -0.45571 -0.1 -0.4 0.1
O -1.18020 -2.60912 1.27129 0.0 0.0 -0.1
N 0.73760 -3.13932 -0.25547 0.2 0.1 0.1
S 2.15437 -2.51669 -0.35613 -0.2 0.0 0.0
O 2.11566 -1.07355 -0.77109 0.2 0.0 0.0
O 3.03048 -2.80229 0.72206 0.0 0.1 0.0
C 2.81166 -3.30011 -1.89380 0.1 0.0 0.0
F 2.07486 -2.90699 -2.92494 -0.1 0.1 0.0
F 4.05744 -2.88866 -2.05326 0.0 0.0 0.0
F 2.75411 -4.60394 -1.76619 0.1 0.0 0.0
C 3.73262 1.42967 -1.82816 0.0 0.0 0.0
C 2.72625 0.99322 -2.86191 0.0 0.0 -0.1
O 1.34099 1.03071 -2.35800 -0.1 0.2 -0.1
C 0.40032 0.65102 -3.42947 0.1 -0.1 0.0
C -1.02651 0.89913 -3.03103 0.0 0.1 0.0
H 4.72748 1.29101 -2.25474 0.0 0.0 0.0
H 3.72031 0.81736 -0.92112 0.0 0.0 0.0
H 3.63993 2.48499 -1.57610 0.0 0.0 0.0
H 2.90733 -0.02563 -3.20427 0.0 0.0 0.1
H 2.74519 1.66543 -3.71847 0.0 0.0 0.0
H 0.60344 -0.39041 -3.68254 0.0 0.0 0.1
H 0.67719 1.28305 -4.27242 0.0 -0.1 0.0
H -1.31261 0.34869 -2.13708 0.0 0.0 0.0
H -1.66377 0.54738 -3.84337 0.0 0.0 0.0
H -1.22451 1.96259 -2.89127 0.0 0.0 0.0
```
Positions in Å, forces in eV/Å.

As for the spin multiplicity: 5. The calculation puts the total energy at -88423.202 eV. The value obtained for the largest force on an atom is 0.5 eV/A. Its charge is +2. Its energy relative to the best compared isomer or geometry (same formula, charge and spin) is 0.0 kcal/mol.

***

No. 2
Below is C2H8N6 in the gas phase at a distorted geometry, with properties calculated with ωB97M-V with the def2-TZVPD basis set.

```
16
Properties=species:S:1:pos:R:3:forces:R:3
H -0.07287 -1.56033 -0.07383 -0.4 0.4 -0.1
N 0.83708 -1.14002 -0.20511 -1.2 3.8 0.2
C 0.85165 0.20352 -0.14260 3.4 -5.7 -0.6
N 2.23986 0.72441 -0.24213 -0.1 -1.3 -2.1
N 3.20316 -0.44327 0.05970 0.3 -1.5 2.7
N -0.13488 1.10060 0.04124 1.2 4.7 1.7
C -1.46035 0.86455 -0.17081 -0.8 1.3 3.5
N -1.85140 -0.29856 -0.52484 -2.9 1.4 1.5
N -3.27525 -0.37691 0.22544 0.3 -4.6 -3.3
H 2.37199 1.07616 -1.40419 -0.2 -1.7 4.5
H 2.69275 -1.55494 0.08674 1.1 4.9 -0.4
H 3.58916 -0.34114 1.16473 -1.7 0.2 -3.9
H 0.07610 1.99695 0.74904 -0.4 -3.2 -3.1
H -2.03318 1.78895 0.46508 0.6 -2.9 -2.2
H -4.03629 -0.55448 -0.71492 2.8 0.1 3.7
H -2.99752 -1.48548 0.68646 -1.8 4.0 -2.0
```
Positions in Å, forces in eV/Å.

The SMILES is [H]/N=C(/NN)N/C=N/N. The calculation puts the total energy at -11136.842 eV. The value obtained for the largest force on an atom is 6.6 eV/A. Its energy relative to the best compared isomer or geometry (same formula, charge and spin) is 166.4 kcal/mol.

***

No. 3
Below is C3H8N2O2 in the gas phase at a distorted geometry, with properties calculated with ωB97M-V with the def2-TZVPD basis set.

```
15
Properties=species:S:1:pos:R:3:forces:R:3
N 1.73089 0.75663 0.65737 -0.4 0.3 0.1
C 0.52018 0.01211 0.68314 1.8 -2.3 -1.6
O 0.40967 -0.94775 1.68356 -0.7 0.3 0.5
C -0.10127 -0.25906 -0.52075 -0.8 1.1 1.7
N 0.14544 0.56833 -1.60268 -0.1 -0.1 -0.3
C -1.51269 -0.80050 -0.41114 1.0 -0.7 -0.1
O -2.26588 0.20647 0.22242 2.0 3.3 0.2
H 1.57627 1.74271 0.81801 0.2 0.0 0.2
H 2.44717 0.37807 1.26462 0.0 0.3 0.0
H 1.23431 -1.10027 2.15871 -0.1 0.3 -0.2
H -0.37116 0.34106 -2.44336 0.5 0.2 0.1
H 1.10828 0.87868 -1.65606 -0.2 -0.1 -0.4
H -1.51433 -1.68522 0.23338 0.0 0.0 -0.2
H -1.89805 -1.07301 -1.40903 -0.1 0.2 0.3
H -1.50885 0.98174 0.32181 -3.2 -2.7 -0.1
```
Positions in Å, forces in eV/Å.

The SMILES is N/C(O)=C(\N)CO. The calculation puts the total energy at -10313.933 eV. The value obtained for the largest force on an atom is 4.2 eV/A. Its energy relative to the best compared isomer or geometry (same formula, charge and spin) is 69.6 kcal/mol.

***

No. 4
Below is a gas-phase ion, C6H13N2S (charge +1) at a distorted geometry, with properties calculated with ωB97M-V with the def2-TZVPD basis set.

```
22
Properties=species:S:1:pos:R:3:forces:R:3
C -1.43589 -1.97211 -0.73117 -1.0 1.1 0.4
C -0.59463 -2.74978 0.06496 0.7 2.8 4.7
C 0.45352 -1.76254 0.94373 -1.9 -2.0 0.2
C 0.46870 0.16252 -0.59828 2.3 -0.3 -2.8
C 1.12064 2.17080 0.43728 0.4 2.2 -1.6
C -1.12950 2.03548 -0.51597 -2.0 -3.7 0.2
N 1.10874 -0.85472 0.04133 -0.1 0.2 1.1
N -0.02132 1.27685 0.20206 -1.7 -1.7 1.7
S -2.47318 -1.90029 -1.84183 -0.9 0.0 -1.3
H -1.14381 -3.18507 0.92378 0.0 -0.5 -0.9
H 0.01216 -3.35784 -0.46177 1.8 -2.7 -1.7
H -0.25308 -1.27415 1.75887 1.8 -0.7 -1.5
H 1.22017 -2.49492 1.37213 -1.1 1.4 -0.1
H 1.10284 0.48975 -1.49948 -1.4 -0.1 1.3
H 0.94060 3.04692 1.08258 -0.4 -0.7 0.1
H 1.99775 1.62479 0.78205 -0.1 0.0 -0.3
H 1.19064 2.63469 -0.63101 0.9 -0.8 2.0
H -1.79746 2.34547 0.29748 -0.2 0.1 -0.8
H -0.69938 2.81388 -1.00631 1.2 2.5 -1.1
H -1.60883 1.37389 -1.38188 0.8 1.1 2.4
H 1.98192 -1.19040 -0.32905 -0.1 0.1 -0.3
H -0.44060 0.76677 1.09051 1.0 1.7 -1.9
```
Positions in Å, forces in eV/Å.

As for the spin multiplicity: 3. The calculation puts the total energy at -20236.026 eV. The value obtained for the largest force on an atom is 5.6 eV/A. Its charge is +1. Its energy relative to the best compared isomer or geometry (same formula, charge and spin) is 35.7 kcal/mol.

***

No. 5
Below is 3 unconnected molecules or ions with the total composition C3H13N2O2S at a distorted geometry, with properties calculated with ωB97M-V with the def2-TZVPD basis set.

```
21
Properties=species:S:1:pos:R:3:forces:R:3
N -0.75320 -0.46602 0.50470 -1.5 0.9 -1.3
C 0.33920 -0.34071 -0.45559 3.3 -1.4 1.4
C 1.09650 -1.64489 -0.96295 -2.2 -0.9 -0.7
S -0.07774 -3.08924 -0.78413 0.6 0.0 0.0
C 1.37882 0.44034 0.36618 2.3 -0.5 0.9
N 2.71987 0.80464 -0.18883 -1.3 -0.3 -0.9
H -1.54526 -0.77198 -0.05274 -0.1 -0.2 0.2
H -0.67813 -1.21485 1.18101 0.8 -0.3 -0.3
H 0.09810 0.02808 -1.43531 -1.0 1.3 0.1
H 1.23258 -1.56357 -2.06074 0.2 0.3 0.6
H 2.06651 -1.82669 -0.52540 0.1 0.1 0.4
H 0.94045 1.26782 0.89832 -0.5 0.6 0.0
H 1.82822 -0.19175 1.19384 -1.6 -0.1 -0.5
H 3.24513 1.14070 0.60375 0.3 0.5 -0.3
H 2.61175 1.49302 -0.92610 0.4 0.3 0.3
H -0.97748 4.10907 0.46370 0.4 -0.7 0.4
H -0.35169 2.74897 0.97798 -0.2 0.2 -0.2
O -0.42597 3.69777 1.15714 -0.3 0.4 -0.2
H -2.70699 1.54686 0.29547 -0.2 -0.3 -0.2
H -3.07857 2.38969 1.44020 -0.3 0.1 0.1
O -3.47448 2.02788 0.63817 0.6 0.1 0.1
```
Positions in Å, forces in eV/Å.

The calculation puts the total energy at -21232.326 eV. The value obtained for the largest force on an atom is 3.9 eV/A. Its charge is -1. Its energy relative to the best compared isomer or geometry (same formula, charge and spin) is 47.1 kcal/mol.

***

No. 6
Below is a molecular structure, C14H9AsBrN2O6ReS4Se at a distorted geometry, with properties calculated with ωB97M-V with the def2-TZVPD basis set.

```
39
Properties=species:S:1:pos:R:3:forces:R:3
Re 9.95225 -12.02958 -1.43324 -2.9 1.4 -5.3
S 10.58238 -12.45848 5.06338 -0.4 -0.2 -0.6
As 9.06382 -13.39300 4.11751 0.3 -0.3 -0.4
S 11.86733 -12.51589 0.05652 -0.3 -0.3 0.7
S 10.35309 -11.97043 1.38835 -0.2 -1.0 -1.2
S 9.67058 -13.95733 1.79393 -0.1 1.4 1.3
O 4.80033 -6.77193 -0.43335 2.1 -0.7 -1.0
Se 6.10967 -6.79971 -1.41767 1.0 -1.6 0.5
O 7.31146 -7.98305 -1.35626 -3.2 2.3 0.4
O 9.33096 -11.41194 0.30319 0.6 -0.1 3.3
O 8.35594 -12.09624 -2.03921 2.4 -0.6 0.9
Br 12.86892 -13.49900 -8.22017 -0.4 -0.3 0.1
C 11.97118 -14.39642 -6.79347 0.2 0.0 0.0
C 11.77542 -15.80298 -6.80907 -0.3 2.0 -0.3
N 11.30168 -16.39681 -5.76430 -0.4 -0.9 1.4
C 11.06582 -15.74737 -4.61664 0.4 0.2 0.4
C 11.20173 -14.36169 -4.47107 -0.4 0.0 -3.0
C 11.58005 -13.66708 -5.68948 0.2 -0.8 1.7
C 10.80870 -13.54619 -3.31200 0.6 -1.1 1.8
O 10.21858 -14.08989 -2.29965 0.8 0.4 -1.7
O 11.19158 -12.31318 -3.25917 -1.4 -1.0 1.2
H 11.83651 -16.41403 -7.68369 0.5 0.0 -0.6
H 10.82529 -16.42301 -3.80367 -0.2 0.4 0.2
H 11.61050 -12.58384 -5.61589 0.2 -0.2 -0.4
C 10.25219 -9.96401 -1.68342 -0.3 -0.6 -0.4
C 10.95838 -9.30533 -0.61510 1.2 3.6 2.1
C 12.37410 -9.46257 -0.26187 -1.9 0.3 0.3
C 12.94354 -8.63580 0.68613 -0.3 -0.2 0.5
C 12.17931 -7.64419 1.31989 1.4 -0.2 -0.8
C 10.99944 -7.27435 0.78868 -2.3 -0.2 -2.0
C 10.33212 -8.11908 -0.12751 0.6 -0.3 1.3
C 12.63463 -6.79199 2.33480 1.6 3.2 2.7
N 12.90202 -5.95784 3.12001 -0.6 -2.3 -1.8
H 10.95329 -9.77100 -2.47712 -0.1 -0.5 -1.2
H 9.28264 -9.44187 -1.89722 0.9 -0.7 0.2
H 12.93401 -10.32991 -0.56367 0.1 0.3 -0.6
H 13.98708 -8.67959 0.97096 0.0 -0.5 0.0
H 10.63886 -6.25044 0.87594 -0.3 -0.4 0.9
H 9.27030 -7.83993 -0.27387 0.9 -0.5 -0.7
```
Positions in Å, forces in eV/Å.

The calculation puts the total energy at -271622.090 eV. The value obtained for the largest force on an atom is 6.2 eV/A. Its energy relative to the best compared isomer or geometry (same formula, charge and spin) is 0.0 kcal/mol.